Entry 1:
Below is the molecule C4H8O2, with properties calculated with ωB97M-V/def2-TZVPD.

Last columns: bonded neighbours and bond lengths (Å).
Positions of all 14 atoms, in Å:
1 O 1.6902 -1.3733 -0.3378  C2 1.411, H7 0.968
2 C 1.2934 -0.0760 -0.7274  O1 1.411, C3 1.521, H8 1.100, H9 1.095
3 C 0.4398 0.5751 0.3497  C2 1.521, C4 1.513, C5 1.498, H10 1.087
4 C -0.9579 1.1182 0.1501  C3 1.513, C5 1.494, H11 1.089, H12 1.086
5 C -0.7521 -0.2009 0.8202  C3 1.498, C4 1.494, O6 1.409, H13 1.088
6 O -1.0769 -1.3516 0.0748  C5 1.409, H14 0.965
7 H 0.8798 -1.9034 -0.3495  O1 0.968
8 H 0.7702 -0.0951 -1.6946  C2 1.100
9 H 2.2209 0.4882 -0.8673  C2 1.095
10 H 1.0105 1.0826 1.1237  C3 1.087
11 H -1.3980 1.0877 -0.8455  C4 1.089
12 H -1.2732 1.9631 0.7559  C4 1.086
13 H -0.9077 -0.3176 1.8908  C5 1.088
14 H -1.9072 -1.1781 -0.3853  O6 0.965

## Properties
**M**: 88.11 g mol⁻¹
**Kohn-Sham gap**: 10.89 eV
**SMILES**: OC[C@H]1C[C@H]1O

Entry 2:
Below is the molecule C4H8O2, with properties calculated with ωB97M-V/def2-TZVPD.

Last columns: bonded neighbours and bond lengths (Å).
Positions of all 14 atoms, in Å:
1 C -1.4581 -1.1756 0.3456  C2 1.465, H7 1.099, H8 1.096, H9 1.097
2 C -0.8045 0.0694 0.7567  C1 1.465, C5 1.452, H10 1.095
3 C 1.2464 0.2240 -0.3585  O4 1.404, C5 1.627, H11 1.106, H12 1.098
4 O 2.2188 1.2357 -0.3294  C3 1.404, H13 0.966
5 C -0.2236 0.9149 -0.2716  C2 1.452, C3 1.627, O6 1.310, H14 1.114
6 O -0.9486 0.8858 -1.3625  C5 1.310
7 H -2.5467 -1.0356 0.2975  C1 1.099
8 H -1.2661 -1.9802 1.0647  C1 1.096
9 H -1.1531 -1.4033 -0.6833  C1 1.097
10 H -0.8001 0.3402 1.8175  C2 1.095
11 H 1.4559 -0.5386 0.4143  C3 1.106
12 H 1.1609 -0.2764 -1.3317  C3 1.098
13 H 3.0758 0.8224 -0.4949  O4 0.966
14 H 0.0430 1.9174 0.1356  C5 1.114

## Properties
**M**: 88.11 g mol⁻¹
**Kohn-Sham gap (spin up / spin down)**: 7.83 / 6.52 eV

Entry 3:
Below is the molecule C4H8O2 in a non-equilibrium geometry, with properties calculated with ωB97M-V/def2-TZVPD.

Last columns: bonded neighbours and bond lengths (Å).
Positions of all 14 atoms, in Å:
1 C -0.0763 2.1047 -0.5855  O2 1.405, H7 1.086, H8 1.103, H9 1.100
2 O -0.1737 0.7163 -0.7765  C1 1.405, C3 1.372
3 C -0.3612 0.1270 0.4488  O2 1.372, C4 1.526, H10 1.098, H11 1.186
4 C -0.2649 -1.3953 0.4812  C3 1.526, C5 1.490, H12 1.101, H13 1.128
5 C 0.5945 -2.1185 -0.4984  C4 1.490, O6 1.211, H14 1.106
6 O 0.5683 -3.3128 -0.6989  C5 1.211
7 H 0.0555 2.5446 -1.5694  C1 1.086
8 H 0.7805 2.3540 0.0636  C1 1.103
9 H -0.9920 2.4872 -0.1109  C1 1.100
10 H -1.2719 0.4304 0.9821  C3 1.098
11 H 0.5019 0.5133 1.1648  C3 1.186
12 H -1.1404 -1.9718 0.8162  C4 1.101
13 H 0.4350 -1.0049 1.2756  C4 1.128
14 H 1.3449 -1.4741 -0.9927  C5 1.106

## Properties
**M**: 88.11 g mol⁻¹
**Kohn-Sham gap**: 10.49 eV
**SMILES**: COCCC=O

Entry 4:
Below is the molecule C4H8O2, with properties calculated with ωB97M-V/def2-TZVPD.

Last columns: bonded neighbours and bond lengths (Å).
Positions of all 14 atoms, in Å:
1 C -1.2703 0.8558 -1.5753  O2 1.405, H7 1.092, H8 1.101, H9 1.101
2 O -0.2480 0.7648 -0.6162  C1 1.405, C3 1.407
3 C -0.5166 -0.2096 0.3623  O2 1.407, C4 1.520, H10 1.104, H11 1.103
4 C 0.6703 -0.2564 1.3105  C3 1.520, C5 1.512, H12 1.095, H13 1.099
5 C 1.9362 -0.7245 0.6293  C4 1.512, O6 1.208, H14 1.110
6 O 2.8120 -1.3388 1.1910  C5 1.208
7 H -0.9795 1.6291 -2.2896  C1 1.092
8 H -2.2296 1.1339 -1.1121  C1 1.101
9 H -1.4084 -0.0947 -2.1140  C1 1.101
10 H -0.6760 -1.1932 -0.1140  C3 1.104
11 H -1.4390 0.0344 0.9147  C3 1.103
12 H 0.4722 -0.9049 2.1698  C4 1.095
13 H 0.8538 0.7590 1.6877  C4 1.099
14 H 2.0228 -0.4549 -0.4441  C5 1.110

## Properties
**M**: 88.11 g mol⁻¹
**Kohn-Sham gap**: 10.57 eV
**SMILES**: COCCC=O

Values for energy above the lowest of the compared OMol25 structures with the same formula, charge and spin, kcal/mol, ordered as above
45.02; 116.82; 74.09; 36.54
Values for total energy, a.u., ordered as above
-307.6407; -307.5263; -307.5944; -307.6542